[1]
{"formula": "C5H7N5OS4", "method": "the ωB97M-V functional and the def2-TZVPD basis", "charge": 2, "e_above_lowest_kcal_mol": 16.0, "lumo_energy_ev": -7.36, "total_energy_ha": -2135.74953, "elements": ["C", "C", "C", "C", "C", "N", "N", "N", "N", "N", "O", "S", "S", "S", "S", "H", "H", "H", "H", "H", "H", "H"], "positions_angstrom": [[0.740, 0.739, -0.047], [-0.589, 0.157, -0.107], [-1.838, 0.902, 0.318], [-3.148, 0.050, 0.484], [3.548, 0.738, -0.096], [-0.453, -1.149, -0.511], [0.901, -1.309, -0.592], [1.597, -0.215, -0.346], [-3.142, -1.398, 0.682], [4.040, 0.821, -1.315], [-1.807, 2.091, 0.316], [-4.584, 0.518, -0.471], [-4.370, 0.857, 1.559], [4.132, -0.155, 1.207], [3.348, 1.742, 1.302], [1.012, 1.747, 0.396], [-3.726, -1.913, 0.043], [-3.119, -1.863, 1.544], [-2.149, -1.675, 0.289], [1.259, -2.149, -0.957], [4.316, -0.148, -1.762], [4.031, 1.612, -1.934]], "nbo_charge": [-0.021, -0.014, 0.531, -0.310, 0.009, -0.244, -0.120, -0.233, -0.714, -0.692, -0.398, 0.269, 0.260, 0.346, 0.334, 0.272, 0.465, 0.455, 0.467, 0.437, 0.445, 0.454]}

---

[2]
{"formula": "C32H54BFeN9S8", "method": "the ωB97M-V functional and the def2-TZVPD basis", "charge": -1, "e_above_lowest_kcal_mol": 53.6, "lumo_energy_ev": [2.37, 2.37], "total_energy_ha": -6218.87946, "multiplicity": 6, "elements": ["Fe", "C", "C", "C", "C", "N", "C", "C", "N", "B", "N", "C", "C", "N", "C", "S", "C", "C", "C", "C", "N", "C", "C", "N", "C", "S", "C", "C", "C", "C", "C", "S", "H", "H", "H", "H", "H", "H", "H", "H", "H", "H", "H", "H", "H", "H", "H", "H", "H", "H", "H", "H", "H", "H", "H", "H", "H", "H", "H", "H", "H", "H", "H", "H", "H", "H", "S", "C", "S", "S", "C", "C", "C", "C", "N", "C", "S", "N", "C", "C", "C", "C", "H", "H", "H", "H", "H", "H", "H", "H", "H", "H", "H", "H", "H", "H", "H", "H", "H", "H", "H", "H", "S", "C", "N"], "positions_angstrom": [[0.128, 0.352, 0.491], [-6.387, -1.129, -0.977], [-5.018, -0.469, -1.181], [-4.751, 0.472, -0.012], [-4.995, 0.359, -2.471], [-4.012, -1.563, -1.337], [-4.140, -2.445, -2.399], [-3.048, -3.220, -2.419], [-2.230, -2.835, -1.378], [-0.902, -3.572, -1.166], [0.261, -3.080, -2.110], [1.375, -3.875, -2.155], [2.002, -3.660, -3.325], [1.283, -2.711, -4.026], [0.227, -2.325, -3.240], [-0.256, -0.159, -1.918], [1.786, -2.175, -5.335], [2.631, -3.268, -6.001], [0.644, -1.840, -6.284], [2.644, -0.940, -5.082], [-0.528, -3.702, 0.336], [-1.307, -4.589, 1.046], [-1.067, -4.410, 2.353], [-0.122, -3.404, 2.471], [0.186, -2.961, 1.219], [1.360, -1.794, 0.759], [0.263, -2.930, 3.835], [1.339, -1.849, 3.861], [0.797, -4.144, 4.606], [-1.003, -2.376, 4.495], [-2.841, -1.838, -0.684], [-2.308, -1.190, 0.793], [-7.131, -0.356, -0.780], [-6.359, -1.806, -0.122], [-6.714, -1.689, -1.853], [-5.557, 1.211, -0.027], [-3.797, 0.984, -0.115], [-4.758, -0.041, 0.947], [-5.739, 1.156, -2.399], [-5.223, -0.244, -3.350], [-4.008, 0.798, -2.613], [-4.966, -2.400, -3.082], [-2.750, -3.986, -3.113], [-1.103, -4.712, -1.524], [1.615, -4.546, -1.349], [2.897, -4.102, -3.712], [2.086, -4.212, -6.062], [3.580, -3.438, -5.493], [2.866, -2.942, -7.014], [-0.072, -2.661, -6.354], [1.071, -1.663, -7.273], [0.100, -0.955, -5.976], [3.473, -1.171, -4.411], [2.057, -0.149, -4.622], [3.049, -0.585, -6.033], [-1.979, -5.264, 0.545], [-1.489, -4.904, 3.207], [2.263, -2.174, 3.388], [1.535, -1.642, 4.916], [1.021, -0.927, 3.383], [1.654, -4.576, 4.087], [0.044, -4.920, 4.739], [1.121, -3.823, 5.597], [-1.396, -1.536, 3.923], [-0.765, -2.030, 5.502], [-1.786, -3.131, 4.570], [-1.856, -0.730, -4.431], [-0.629, -1.142, -3.379], [-1.393, 1.461, -1.597], [1.688, 0.403, -1.923], [5.153, 4.342, 5.310], [3.655, 4.171, 5.093], [3.292, 2.766, 4.626], [1.822, 2.597, 4.258], [1.403, 3.480, 3.169], [1.497, 3.157, 1.859], [2.284, 1.745, 1.337], [0.882, 3.984, 1.010], [0.896, 3.878, -0.443], [1.929, 4.802, -1.076], [1.719, 6.286, -0.786], [0.399, 6.831, -1.319], [5.401, 5.346, 5.658], [5.700, 4.164, 4.382], [5.527, 3.631, 6.051], [3.304, 4.896, 4.354], [3.120, 4.397, 6.022], [3.521, 2.045, 5.418], [3.903, 2.485, 3.766], [1.188, 2.846, 5.113], [1.608, 1.566, 3.981], [0.641, 4.105, 3.391], [0.253, 4.661, 1.418], [-0.114, 4.091, -0.797], [1.102, 2.848, -0.718], [1.905, 4.628, -2.157], [2.920, 4.491, -0.731], [2.548, 6.854, -1.219], [1.779, 6.456, 0.294], [0.292, 6.616, -2.385], [0.329, 7.912, -1.185], [-0.460, 6.384, -0.814], [-0.948, 0.969, 2.769], [-1.408, 2.578, 2.686], [-1.699, 3.705, 2.696]], "mulliken_charge": [1.187, -1.713, 1.431, -2.080, -1.297, 0.770, -0.309, -1.186, 0.405, -0.207, 1.631, -1.319, -0.636, 0.673, -0.429, 0.025, 1.469, -2.110, -1.692, -1.478, -0.193, -1.648, -0.069, 0.708, 0.377, -0.441, 1.624, -2.349, -1.811, -1.453, -0.607, -0.170, 0.460, 0.344, 0.368, 0.590, 0.254, 0.398, 0.490, 0.331, 0.168, 0.479, 0.559, -0.155, 0.610, 0.448, 0.449, 0.454, 0.470, 0.380, 0.484, 0.301, 0.317, 0.266, 0.456, 0.603, 0.494, 0.403, 0.601, 0.404, 0.377, 0.389, 0.458, 0.220, 0.469, 0.364, -0.258, -0.483, -0.263, -0.415, -1.274, -0.235, -0.608, -0.237, -0.264, -0.172, -0.200, 0.132, 0.032, -0.756, -0.391, -1.096, 0.372, 0.304, 0.316, 0.281, 0.244, 0.446, 0.225, 0.541, -0.343, 0.410, 0.454, 0.497, -0.585, 0.361, 0.270, 0.369, 0.247, 0.266, 0.358, 0.272, -0.157, 0.403, -0.865]}

---

[3]
{"formula": "CH4F2OSi", "method": "the ωB97M-V functional and the def2-TZVPD basis", "charge": 0, "e_above_lowest_kcal_mol": 4.3, "lumo_energy_ev": [0.75, -2.80], "total_energy_ha": -604.89017, "multiplicity": 3, "elements": ["C", "O", "F", "F", "Si", "H", "H", "H", "H"], "positions_angstrom": [[0.255, 0.595, -1.501], [0.102, 1.030, -0.210], [0.751, -0.230, 2.776], [-0.202, -1.847, 1.085], [-0.324, -0.427, 1.633], [0.890, -0.356, -1.626], [0.745, 1.404, -2.031], [-0.570, 0.272, -2.238], [-1.647, -0.442, 2.112]], "nbo_charge": [-0.383, -0.261, -0.666, -0.670, 1.599, 0.222, 0.194, 0.270, -0.305]}

---

[4]
{"formula": "C21H24ClN3O4S", "method": "the ωB97M-V functional and the def2-TZVPD basis", "charge": 0, "e_above_lowest_kcal_mol": 55.0, "lumo_energy_ev": 0.32, "total_energy_ha": -2138.20792, "smiles": "CCCOc1ccc(/C=N/NC(=O)[C@H]2CCCN2S(=O)(=O)c2ccc(Cl)cc2)cc1", "elements": ["C", "C", "C", "O", "C", "C", "C", "C", "C", "N", "N", "C", "O", "C", "C", "C", "C", "N", "S", "O", "O", "C", "C", "C", "C", "Cl", "C", "C", "C", "C", "H", "H", "H", "H", "H", "H", "H", "H", "H", "H", "H", "H", "H", "H", "H", "H", "H", "H", "H", "H", "H", "H", "H", "H"], "positions_angstrom": [[-0.404, -5.828, -3.997], [-1.395, -4.682, -4.159], [-2.107, -4.374, -2.839], [-1.221, -3.933, -1.829], [-0.778, -2.656, -1.820], [0.105, -2.338, -0.779], [0.606, -1.068, -0.645], [0.257, -0.063, -1.553], [0.781, 1.276, -1.422], [1.405, 1.627, -0.369], [1.933, 2.855, -0.272], [2.312, 3.390, 0.925], [2.772, 4.504, 0.997], [2.186, 2.432, 2.114], [3.315, 2.687, 3.122], [2.705, 3.728, 4.057], [1.266, 3.238, 4.178], [0.957, 2.665, 2.871], [-0.434, 3.152, 2.104], [-1.310, 3.667, 3.114], [-0.192, 3.969, 0.947], [-1.139, 1.606, 1.527], [-1.954, 1.645, 0.412], [-2.607, 0.500, -0.008], [-2.431, -0.674, 0.709], [-3.255, -2.098, 0.208], [-1.606, -0.720, 1.823], [-0.961, 0.434, 2.235], [-0.613, -0.386, -2.592], [-1.132, -1.659, -2.726], [-0.921, -6.743, -3.717], [0.318, -5.589, -3.220], [0.131, -6.003, -4.927], [-0.864, -3.792, -4.503], [-2.150, -4.939, -4.904], [-2.543, -5.292, -2.435], [-2.914, -3.646, -2.988], [0.371, -3.122, -0.087], [1.283, -0.825, 0.157], [0.615, 1.970, -2.253], [1.842, 3.512, -1.051], [2.178, 1.407, 1.729], [3.542, 1.769, 3.665], [4.214, 3.046, 2.627], [2.730, 4.705, 3.574], [3.208, 3.784, 5.019], [1.184, 2.445, 4.931], [0.547, 4.020, 4.411], [-2.067, 2.580, -0.114], [-3.251, 0.515, -0.872], [-1.480, -1.645, 2.363], [-0.325, 0.435, 3.105], [-0.896, 0.375, -3.305], [-1.812, -1.861, -3.539]], "nbo_charge": [-0.608, -0.426, -0.064, -0.495, 0.325, -0.263, -0.150, -0.143, 0.068, -0.250, -0.435, 0.694, -0.593, -0.159, -0.399, -0.419, -0.214, -0.696, 2.333, -0.933, -0.941, -0.332, -0.181, -0.219, -0.025, 0.022, -0.244, -0.131, -0.171, -0.279, 0.201, 0.214, 0.211, 0.206, 0.207, 0.194, 0.178, 0.227, 0.228, 0.161, 0.381, 0.238, 0.207, 0.237, 0.233, 0.218, 0.183, 0.241, 0.243, 0.233, 0.232, 0.229, 0.210, 0.214]}

---

[5]
{"formula": "C13H13BrO6", "method": "the ωB97M-V functional and the def2-TZVPD basis", "charge": 0, "e_above_lowest_kcal_mol": 2.2, "lumo_energy_ev": -0.01, "total_energy_ha": -3528.55555, "smiles": "COCOc1cc(OC)cc(O[C@@H]2C=CC(=O)O2)c1Br", "elements": ["C", "O", "C", "O", "C", "C", "C", "O", "C", "C", "C", "O", "C", "C", "C", "C", "O", "O", "C", "Br", "H", "H", "H", "H", "H", "H", "H", "H", "H", "H", "H", "H", "H"], "positions_angstrom": [[-3.343, -1.931, 4.061], [-3.677, -0.633, 3.532], [-2.734, -0.121, 2.586], [-2.540, -1.038, 1.493], [-1.633, -0.579, 0.582], [-2.112, -0.401, -0.710], [-1.258, 0.036, -1.745], [-1.869, 0.195, -2.963], [-1.171, 0.881, -4.004], [0.085, 0.269, -1.419], [0.588, 0.090, -0.132], [1.899, 0.322, 0.264], [2.878, 0.242, -0.779], [4.189, -0.110, -0.155], [5.053, 0.929, -0.409], [4.368, 1.865, -1.276], [4.910, 2.816, -1.771], [3.088, 1.510, -1.445], [-0.262, -0.343, 0.865], [0.513, -0.908, 2.554], [-2.312, -1.867, 4.455], [-3.319, -2.671, 3.274], [-4.084, -2.256, 4.811], [-3.109, 0.850, 2.199], [-1.776, 0.095, 3.037], [-3.145, -0.688, -0.878], [-1.817, 0.951, -4.846], [-0.907, 1.888, -3.651], [-0.257, 0.326, -4.326], [0.759, 0.750, -2.117], [2.566, -0.525, -1.516], [4.351, -0.985, 0.475], [6.079, 1.040, -0.044]], "nbo_charge": [-0.258, -0.532, 0.230, -0.525, 0.301, -0.301, 0.353, -0.488, -0.253, -0.423, 0.374, -0.497, 0.313, -0.159, -0.284, 0.730, -0.542, -0.486, -0.208, 0.050, 0.171, 0.183, 0.198, 0.166, 0.153, 0.244, 0.204, 0.185, 0.178, 0.239, 0.194, 0.241, 0.247]}

---

[6]
{"formula": "C7H6CsO6", "method": "the ωB97M-V functional and the def2-TZVPD basis", "charge": -1, "e_above_lowest_kcal_mol": 0.0, "lumo_energy_ev": -0.03, "total_energy_ha": -741.86360, "elements": ["O", "C", "C", "C", "C", "O", "H", "H", "H", "C", "C", "O", "C", "O", "O", "O", "H", "H", "Cs", "H"], "positions_angstrom": [[1.658, -6.380, 2.861], [1.577, -5.144, 2.562], [0.529, -4.280, 2.791], [0.519, -2.947, 2.185], [-0.433, -2.047, 2.186], [-1.427, -1.387, 2.227], [2.485, -4.659, 2.121], [-0.318, -4.588, 3.412], [1.342, -2.667, 1.514], [-0.657, 2.630, -1.732], [0.098, 2.895, -3.046], [0.889, 4.059, -2.813], [0.469, 4.689, -1.705], [-0.433, 3.991, -1.056], [0.843, 5.799, -1.411], [-1.919, 2.343, -1.836], [-0.617, 3.099, -3.856], [0.757, 2.066, -3.326], [-5.285, 0.594, -0.026], [-0.079, 1.935, -1.054]], "nbo_charge": [-0.776, 0.273, -0.520, -0.483, 0.615, -0.591, 0.061, 0.185, 0.243, 0.373, -0.128, -0.521, 0.971, -0.547, -0.662, -0.911, 0.174, 0.174, 0.989, 0.082]}

---

[7]
{"formula": "C19H18CrF2N6O3", "method": "the ωB97M-V functional and the def2-TZVPD basis", "charge": 1, "lumo_energy_ev": [-4.13, -3.97], "total_energy_ha": -2533.12284, "multiplicity": 2, "elements": ["Cr", "O", "C", "C", "C", "C", "C", "C", "C", "O", "N", "N", "C", "C", "C", "C", "C", "C", "N", "H", "H", "H", "H", "H", "H", "H", "H", "H", "H", "F", "C", "F", "H", "C", "N", "C", "C", "C", "N", "C", "O", "N", "H", "H", "H", "H", "H", "H", "H"], "positions_angstrom": [[0.172, 0.199, -0.042], [-4.938, -1.040, -0.949], [-4.360, -1.264, -2.138], [-5.187, -1.632, -3.199], [-4.656, -1.886, -4.445], [-3.282, -1.772, -4.672], [-2.459, -1.397, -3.639], [-2.976, -1.132, -2.361], [-2.053, -0.726, -1.314], [-0.818, -0.498, -1.584], [-2.526, -0.568, -0.063], [-1.514, -0.203, 0.746], [-1.693, 0.076, 1.999], [-0.522, 0.581, 2.664], [-0.451, 0.879, 4.022], [0.742, 1.336, 4.545], [1.840, 1.490, 3.704], [1.700, 1.186, 2.366], [0.549, 0.753, 1.847], [-4.242, -0.898, -0.277], [-6.248, -1.726, -3.008], [-5.312, -2.185, -5.252], [-2.871, -1.988, -5.648], [-1.391, -1.305, -3.783], [-2.656, -0.033, 2.482], [-1.321, 0.734, 4.647], [0.826, 1.562, 5.599], [2.789, 1.837, 4.085], [2.526, 1.278, 1.672], [0.444, -2.504, -0.265], [1.292, -1.482, 0.112], [1.592, -1.714, 1.456], [2.229, -1.623, -0.435], [2.637, 3.865, -1.923], [1.232, 3.646, -1.582], [0.269, 4.586, -1.771], [-1.031, 4.349, -1.478], [-1.371, 3.072, -0.948], [-0.406, 2.182, -0.725], [0.874, 2.430, -1.060], [1.707, 1.519, -0.863], [-2.625, 2.729, -0.665], [2.743, 4.838, -2.392], [2.974, 3.089, -2.606], [3.252, 3.821, -1.026], [0.591, 5.535, -2.176], [-1.783, 5.103, -1.652], [-3.386, 3.347, -0.889], [-2.845, 1.775, -0.404]], "nbo_charge": [1.046, -0.669, 0.372, -0.280, -0.134, -0.259, -0.134, -0.213, 0.629, -0.644, -0.500, -0.207, 0.071, 0.147, -0.199, -0.132, -0.226, 0.088, -0.434, 0.507, 0.236, 0.225, 0.226, 0.232, 0.226, 0.241, 0.241, 0.244, 0.226, -0.349, 0.340, -0.383, 0.134, -0.404, -0.376, 0.128, -0.355, 0.503, -0.605, 0.777, -0.633, -0.731, 0.224, 0.239, 0.229, 0.239, 0.251, 0.419, 0.427]}